Entry 1:
This record from OMol25 describes a molecular structure, C26H29AsN2O3PRuS at a distorted geometry. The level of theory is ωB97M-V/def2-TZVPD.

```
64
Properties=species:S:1:pos:R:3
Ru -0.08860 -0.23370 -0.10060
O -2.67870 2.78590 -0.98670
S -2.25680 1.42910 -0.82680
O -1.19340 0.99750 -1.75720
O -1.94220 1.02600 0.56680
C -3.65300 0.37070 -1.22500
C -4.72660 0.82960 -1.95790
C -5.79930 -0.01690 -2.18900
C -5.79130 -1.30780 -1.68100
C -4.70160 -1.76950 -0.96530
C -3.61450 -0.92670 -0.73740
P -2.13280 -1.51580 0.14790
C -2.09770 -3.24090 -0.46570
C -1.43040 -3.38210 -1.68330
C -1.34810 -4.61630 -2.30140
C -1.90730 -5.72870 -1.68990
C -2.54970 -5.60180 -0.46780
C -2.64670 -4.36320 0.14460
C -2.69540 -1.67090 1.86370
C -1.96410 -2.50340 2.71110
C -2.29010 -2.59430 4.05030
C -3.34170 -1.84490 4.55770
C -4.05370 -0.99630 3.72540
C -3.73680 -0.90800 2.38120
H -4.70510 1.84240 -2.32910
H -6.64030 0.33470 -2.76460
H -6.64420 -1.95060 -1.84230
H -4.68790 -2.77550 -0.57350
H -1.00950 -2.48990 -2.14700
H -0.84200 -4.71880 -3.25050
H -1.83650 -6.69840 -2.16010
H -2.98040 -6.47100 0.01140
H -3.16470 -4.26520 1.08840
H -1.14130 -3.08110 2.30190
H -1.71660 -3.23710 4.70380
H -3.59160 -1.90560 5.60650
H -4.85020 -0.38720 4.12690
H -4.27890 -0.23850 1.72960
N 3.13130 0.39220 -0.93100
C 1.87390 0.57760 -0.44550
N 1.03270 2.34740 1.16050
C 1.42630 1.54150 0.38690
C 3.06240 -5.17610 0.37500
C 1.78100 -4.58830 -0.19450
As 1.54090 -2.53540 -0.13470
C 3.39190 -2.07010 -0.73150
C 3.42520 -0.82840 -1.63140
C 1.77620 -2.42290 1.84530
C 1.35330 -1.09430 2.46040
H 3.04210 -6.26250 0.30890
H 3.19390 -4.90810 1.41900
H 3.93030 -4.83220 -0.18080
H 0.90960 -4.98770 0.33310
H 1.68390 -4.86740 -1.24870
H 3.77590 -2.91100 -1.31910
H 4.05070 -1.92450 0.13380
H 2.67850 -0.95550 -2.42540
H 4.41290 -0.72040 -2.08940
H 3.90760 0.81020 -0.42760
H 2.82620 -2.62390 2.08690
H 1.18180 -3.23720 2.27230
H 2.04200 -0.29650 2.17340
H 1.34630 -1.15710 3.54780
H 0.32490 -0.80090 2.14240
```

Computed properties:
frontier orbital gap (alpha / beta): 6.67 / 6.30 eV
E_LUMO (alpha / beta): -0.48 / -0.57 eV
⟨S²⟩: 0.83
M: 656.6 g/mol
2S+1: 2
relative energy (zero: lowest compared OMol25 entry of this formula, charge and spin): 0.607 eV

***

Entry 2:
This record from OMol25 describes a molecular structure, C26H29ClFeNO3S at a distorted geometry. The level of theory is ωB97M-V/def2-TZVPD.

```
62
Properties=species:S:1:pos:R:3
Fe -0.88805 -0.19145 1.54052
S -0.19003 -0.31280 4.17130
C 1.35918 -0.41000 3.46106
C 2.56213 -0.38962 4.20562
C 3.76627 -0.50137 3.55588
C 3.79025 -0.61011 2.16051
C 2.58325 -0.59963 1.49640
N 1.40085 -0.51274 2.11004
H 2.49637 -0.28217 5.27850
H 4.69418 -0.50920 4.11618
H 4.71999 -0.68780 1.61314
H 2.54644 -0.67762 0.41357
C -0.12931 -3.72054 1.69774
C -1.47000 -3.20974 2.22966
C -2.48690 -4.36262 2.20684
C -1.95307 -2.01063 1.42229
H 0.29857 -4.48453 2.35382
H 0.58041 -2.89796 1.61751
H -0.26600 -4.15801 0.70230
H -1.33544 -2.90118 3.26971
H -2.61515 -4.72292 1.18140
H -3.45888 -4.02631 2.57280
H -2.15233 -5.20140 2.82863
H -2.93299 -1.66658 1.78213
H -2.04781 -2.29466 0.36222
Cl 3.82395 5.02556 3.48747
C 2.28952 4.45228 2.88768
C 2.22300 3.21626 2.26885
C 0.99042 2.76535 1.82423
C -0.16071 3.51948 2.00338
C -0.05907 4.77569 2.58720
C 1.16529 5.24695 3.03768
C -1.53590 2.98636 1.59931
O -2.40836 3.81321 1.33734
O -1.68960 1.71948 1.62174
H 3.11500 2.61362 2.15382
H 0.92028 1.81384 1.32139
H -0.95341 5.37587 2.68953
H 1.25501 6.21914 3.50429
C -0.17350 -0.64810 -7.03598
C -0.46670 -0.42704 -5.58109
C 0.25321 -1.07568 -4.58682
C 0.03045 -0.83303 -3.24154
C 0.84307 -1.57827 -2.22132
C -0.95846 0.10543 -2.85832
C -1.18519 0.47942 -1.48421
O -0.58299 0.05428 -0.51544
C -1.72813 0.73716 -3.86539
C -2.84329 1.69612 -3.52916
C -1.46655 0.46144 -5.19276
H 0.54201 -1.45699 -7.17762
H 0.24774 0.25819 -7.47550
H -1.08258 -0.88824 -7.58928
H 1.01282 -1.79699 -4.86757
H 1.51051 -2.28745 -2.71108
H 0.19876 -2.11378 -1.52385
H 1.43521 -0.88685 -1.62336
H -1.96867 1.22163 -1.29308
H -2.48636 2.55582 -2.96133
H -3.61613 1.20486 -2.93660
H -3.30191 2.06676 -4.44426
H -2.06068 0.94980 -5.95816
```

Computed properties:
frontier orbital gap (alpha / beta): 5.51 / 5.95 eV
E_LUMO (alpha / beta): 1.70 / 1.66 eV
⟨S²⟩: 6.01
M: 526.9 g/mol
2S+1: 5
net charge: -1
relative energy (zero: lowest compared OMol25 entry of this formula, charge and spin): 0.133 eV

***

Entry 3:
This record from OMol25 describes a molecular structure, C26H29ClIrOPSi at a distorted geometry. The level of theory is ωB97M-V/def2-TZVPD.

```
60
Properties=species:S:1:pos:R:3
C 2.67030 1.87657 1.10041
C 1.50742 1.92304 0.25923
C 0.32620 1.95141 1.11609
H 1.51802 1.94480 -0.82183
C 0.78153 1.93158 2.48598
C 2.21893 1.96091 2.47294
H 2.85742 2.03184 3.35083
H 3.70129 1.78057 0.76306
H -0.70705 2.07657 0.80680
H 0.14598 1.89881 3.36894
Ir 1.39299 0.19328 1.44850
Cl 0.10142 -1.65414 1.43417
P -1.13962 -0.12677 -0.79572
C -2.64591 0.85699 -0.33105
C -3.35078 1.70925 -1.19803
H -2.98064 1.91446 -2.20289
C -4.54998 2.30208 -0.78867
H -5.10303 2.93904 -1.48622
C -5.03987 2.08022 0.50117
H -5.98816 2.52983 0.81507
C -4.31268 1.28342 1.39366
H -4.67336 1.12466 2.41011
C -3.12329 0.67839 0.98201
H -2.55367 0.05182 1.67898
C -0.93591 0.56680 -2.50768
C -0.39118 1.86669 -2.61654
H -0.16274 2.43471 -1.71870
C -0.15869 2.43857 -3.86490
H 0.33045 3.41671 -3.92012
C -0.56824 1.77984 -5.02801
H -0.42323 2.24827 -6.00185
C -1.17325 0.52036 -4.92675
H -1.54009 0.01561 -5.82788
C -1.31539 -0.10432 -3.68103
H -1.74531 -1.09827 -3.63296
C -2.04474 -1.68119 -1.25271
C -3.43708 -1.77866 -1.40636
H -4.08321 -0.94524 -1.14935
C -4.00974 -2.95460 -1.90745
H -5.09453 -3.00245 -2.06200
C -3.21101 -4.05981 -2.21365
H -3.65765 -4.97001 -2.61938
C -1.83058 -3.99499 -1.98820
H -1.19754 -4.86117 -2.19446
C -1.25244 -2.82229 -1.50206
H -0.18205 -2.77999 -1.29858
C 5.52330 -2.35103 2.16025
Si 4.27442 -1.08851 2.83574
C 3.87103 -1.52389 4.64188
C 5.26554 0.54143 2.95484
O 2.93215 -1.05212 1.90885
H 6.41022 -2.44280 2.80574
H 5.88150 -2.04988 1.16385
H 5.08193 -3.34942 2.06180
H 4.78864 -1.69757 5.22809
H 3.32207 -0.70056 5.12326
H 3.24552 -2.42647 4.71472
H 5.36929 1.02268 1.97686
H 4.78514 1.25772 3.63730
H 6.27997 0.36723 3.34395
```

Computed properties:
frontier orbital gap (alpha / beta): 6.62 / 5.42 eV
E_LUMO (alpha / beta): -2.43 / -6.71 eV
⟨S²⟩: 8.77
M: 644.2 g/mol
2S+1: 6
net charge: +1

***

Entry 4:
This record from OMol25 describes a molecular structure, C26H29CrO4Si at a distorted geometry. The level of theory is ωB97M-V/def2-TZVPD.

```
61
Properties=species:S:1:pos:R:3
C 5.33632 -0.32429 0.17197
C 3.78649 -0.48676 -0.02702
C 2.80010 0.37792 0.65262
C 1.67274 1.00836 -0.06972
C 1.54846 2.45342 0.56882
O 3.00926 0.72326 1.86904
Si 2.98923 -0.43279 3.65864
C 4.54167 0.09989 4.55287
C 1.31603 0.20159 4.17949
C 2.84834 -2.26026 3.30373
H 5.73968 -0.82454 -0.75105
H 5.68223 0.72523 0.14633
H 5.72473 -0.86357 1.06619
H 3.58836 -0.37948 -1.11468
H 3.41021 -1.47448 0.29075
H 1.95030 0.99328 -1.15366
H 0.64812 3.06271 0.18377
H 1.45387 2.29300 1.72039
H 2.47047 3.07673 0.40821
H 4.40879 -0.18625 5.60756
H 5.45087 -0.42704 4.22322
H 4.72210 1.18845 4.50364
H 0.84367 -0.52283 4.86603
H 1.43936 1.16175 4.69767
H 0.65574 0.33087 3.30617
H 1.99479 -2.58620 3.93543
H 2.61429 -2.46522 2.24014
H 3.75702 -2.80916 3.64181
O -5.87691 -1.38471 -3.54014
C -5.20626 -0.43666 -3.43219
Cr -4.26723 1.09288 -2.84031
C -3.80637 -0.06493 -1.42975
O -3.83160 -0.91203 -0.62483
C -5.82646 1.32266 -1.71316
O -6.84260 1.16906 -1.16550
C -4.68455 2.65108 -4.40540
C -3.93935 1.60460 -4.98307
C -2.78304 1.10865 -4.31958
C -2.28897 1.76117 -3.14855
C -1.12937 1.19809 -2.38097
C -0.54190 0.75105 -1.39137
C 0.10767 0.29548 -0.18796
C -0.09875 -1.17531 0.01082
C -0.14211 -1.71735 1.32326
C -0.85110 -2.91831 1.61250
C -1.33235 -3.73514 0.54761
C -1.08228 -3.31602 -0.78456
C -0.41086 -2.08725 -1.03404
C -3.12452 2.74230 -2.53360
C -4.27258 3.22936 -3.19748
H -5.63214 2.96338 -4.88323
H -4.25084 1.13313 -5.92658
H -2.32112 0.16022 -4.67479
H -0.15233 0.90029 0.70428
H 0.31424 -1.13534 2.14189
H -0.93141 -3.28704 2.67495
H -1.87315 -4.68543 0.78678
H -1.32874 -4.03209 -1.59880
H -0.20031 -1.83316 -2.08357
H -2.91351 2.99379 -1.49115
H -4.88244 3.98996 -2.70988
```

Computed properties:
frontier orbital gap (alpha / beta): 6.19 / 6.25 eV
E_LUMO (alpha / beta): -6.09 / -7.74 eV
⟨S²⟩: 3.81
M: 485.6 g/mol
2S+1: 4
net charge: +2

***

Q: ⟨S²⟩ of number 4 (C26H29CrO4Si)?
A: 3.81